# 1
A cluster of 5 separate species, C23H35ClN4O2P2 in total, computed with the ωB97M-V functional and the def2-TZVPD basis.

Structure (XYZ):
```
67
Properties=species:S:1:pos:R:3
C -3.93 -1.79 0.16
C -2.71 -1.22 -0.53
O -1.53 -1.94 -0.15
C -0.61 -1.21 0.64
P 0.43 -2.28 1.77
C -0.27 -2.02 3.50
C -1.71 -1.63 3.56
O -2.65 -2.35 3.54
Cl -1.97 0.14 3.66
P 0.00 -4.39 1.56
C 0.89 -4.75 -0.01
C -1.75 -4.69 1.11
H -4.11 -2.82 -0.14
H -3.82 -1.76 1.24
H -4.81 -1.20 -0.11
H -2.59 -0.16 -0.29
H -2.80 -1.30 -1.61
H -1.12 -0.44 1.22
H 0.11 -0.69 -0.01
H -0.20 -3.00 3.98
H 0.35 -1.31 4.03
H 1.75 -4.09 -0.08
H 0.25 -4.59 -0.88
H 1.23 -5.78 -0.01
H -2.38 -4.16 1.82
H -2.00 -4.33 0.11
H -1.95 -5.76 1.17
C 3.17 0.16 0.44
C 2.95 1.51 0.02
C 4.11 1.95 -0.56
N 5.02 0.92 -0.51
C 4.45 -0.17 0.10
H 2.46 -0.48 0.94
H 2.04 2.08 0.12
H 4.37 2.89 -1.00
H 5.96 0.97 -0.84
H 5.01 -1.07 0.26
C -1.40 3.59 2.27
C -2.54 4.44 2.25
C -2.14 5.65 1.77
N -0.80 5.57 1.50
C -0.34 4.32 1.80
H -1.38 2.56 2.58
H -3.55 4.18 2.55
H -2.69 6.56 1.59
H -0.23 6.32 1.14
H 0.69 4.05 1.66
C -4.34 4.41 -3.35
C -3.83 4.08 -2.06
C -3.01 5.10 -1.67
N -3.01 6.04 -2.67
C -3.82 5.62 -3.69
H -5.02 3.82 -3.95
H -4.04 3.19 -1.49
H -2.44 5.24 -0.77
H -2.50 6.90 -2.65
H -3.95 6.23 -4.58
C 4.66 -4.88 -2.13
C 5.91 -4.26 -1.86
C 5.70 -2.91 -1.85
N 4.37 -2.69 -2.10
C 3.73 -3.88 -2.28
H 4.47 -5.94 -2.20
H 6.85 -4.75 -1.69
H 6.38 -2.09 -1.69
H 3.93 -1.79 -2.15
H 2.68 -3.92 -2.48
```

Output
**Molecular weight**: 497.0 g/mol
**Orbital gap**: 0.322 hartree
**E_tot**: -2409.74726 hartree
**SMILES string**: CCOCP(CC(=O)Cl)#P(C)C.c1cc[nH]c1.c1cc[nH]c1.c1cc[nH]c1.c1cc[nH]c1

# 2
An isolated molecule of C20H23N5O4S in a non-equilibrium geometry, computed with the ωB97M-V functional and the def2-TZVPD basis.

Structure (XYZ):
```
53
Properties=species:S:1:pos:R:3
C 1.17 -2.71 -0.21
O 2.20 -1.84 0.21
C 1.85 -0.63 0.69
C 0.55 -0.17 0.83
C 0.32 1.09 1.34
S -1.37 1.69 1.38
O -2.08 0.98 2.41
O -1.33 3.12 1.46
N -1.98 1.19 -0.09
C -1.57 2.02 -1.21
C -0.16 1.68 -1.62
C 0.89 2.54 -1.33
C 2.19 2.20 -1.64
C 2.46 0.99 -2.26
C 1.42 0.13 -2.57
C 0.12 0.47 -2.26
C -3.26 0.53 -0.10
C -3.16 -0.89 -0.68
C -4.46 -1.67 -0.45
C -4.26 -2.24 0.96
C -2.74 -2.15 1.18
O -2.17 -1.66 -0.03
C 1.34 1.91 1.78
C 2.65 1.46 1.65
C 2.90 0.22 1.09
N 4.23 -0.19 0.89
C 5.29 -0.12 1.73
N 6.34 -0.59 1.11
N 5.92 -0.93 -0.10
N 4.69 -0.71 -0.25
H 0.53 -3.00 0.63
H 1.69 -3.59 -0.59
H 0.56 -2.26 -1.00
H -0.30 -0.76 0.52
H -2.26 1.83 -2.04
H -1.63 3.07 -0.92
H 0.68 3.48 -0.84
H 3.00 2.88 -1.41
H 3.48 0.71 -2.49
H 1.63 -0.81 -3.06
H -0.69 -0.20 -2.49
H -3.99 1.11 -0.68
H -3.59 0.47 0.93
H -2.87 -0.85 -1.74
H -4.55 -2.47 -1.18
H -5.34 -1.03 -0.52
H -4.78 -1.65 1.70
H -4.61 -3.27 1.03
H -2.28 -3.13 1.37
H -2.50 -1.48 2.01
H 1.11 2.88 2.18
H 3.47 2.09 1.95
H 5.25 0.24 2.74
```

Output
**Molecular weight**: 429.5 g/mol
**Orbital gap**: 0.333 hartree
**E_tot**: -1748.78160 hartree
**SMILES string**: COc1cc(S(=O)(=O)N(Cc2ccccc2)C[C@@H]2CCCO2)ccc1-n1cnnn1

# 3
An isolated molecule of C11H20N4, computed with the ωB97M-V functional and the def2-TZVPD basis.

Structure (XYZ):
```
35
Properties=species:S:1:pos:R:3
C 2.30 1.66 0.78
C 1.76 0.23 0.79
C 1.78 -0.31 2.22
N 1.34 -1.68 2.27
C 1.51 -2.26 3.59
C -0.04 -1.78 1.81
C -0.14 -1.31 0.37
C 0.34 0.13 0.22
N 0.36 0.53 -1.19
C -0.83 0.51 -1.93
C -1.58 -0.60 -2.37
N -2.59 -0.21 -3.13
N -2.52 1.11 -3.20
C -3.46 1.86 -3.98
C -1.48 1.60 -2.49
H 2.48 2.02 -0.23
H 3.25 1.71 1.32
H 1.60 2.34 1.27
H 2.41 -0.40 0.18
H 2.80 -0.27 2.61
H 1.15 0.34 2.86
H 2.56 -2.21 3.86
H 1.20 -3.30 3.56
H 0.91 -1.74 4.36
H -0.35 -2.82 1.88
H -0.71 -1.18 2.45
H -1.18 -1.39 0.05
H 0.47 -1.95 -0.27
H -0.33 0.79 0.81
H 0.78 1.45 -1.26
H -1.42 -1.64 -2.20
H -4.17 1.15 -4.41
H -4.00 2.57 -3.35
H -2.96 2.40 -4.78
H -1.25 2.64 -2.45
```

Output
**Molecular weight**: 208.3 g/mol
**Orbital gap**: 0.327 hartree
**E_tot**: -650.14550 hartree
**SMILES string**: C[C@H]1CN(C)CC[C@@H]1Nc1cnn(C)c1

# 4
An isolated molecule of C3H2INS2 in a non-equilibrium geometry, computed with the ωB97M-V functional and the def2-TZVPD basis.

Structure (XYZ):
```
9
Properties=species:S:1:pos:R:3
S -0.77 -3.39 0.10
C 0.32 -2.17 0.04
N -0.04 -0.85 0.09
C 0.85 0.12 0.09
C 2.43 -0.72 -0.40
I 4.23 0.18 0.04
S 2.07 -2.37 -0.11
H -1.04 -0.68 0.11
H 0.67 1.15 -0.10
```

Output
**Molecular weight**: 243.1 g/mol
**Orbital gap (alpha / beta)**: 0.251 / 0.249 hartree
**E_tot**: -1264.22291 hartree
**SMILES string**: S=c1[nH]cc(I)s1

# 5
A structure of composition C37H53N6O2Pd in a non-equilibrium geometry, computed with the ωB97M-V functional and the def2-TZVPD basis.

Structure (XYZ):
```
99
Properties=species:S:1:pos:R:3
Pd 0.26 0.80 0.16
C -1.45 -0.79 -4.07
C -1.60 -2.33 -3.79
C -0.20 -3.05 -3.73
C -2.45 -2.53 -2.57
C -3.74 -3.04 -2.76
C -4.62 -3.18 -1.69
C -4.24 -2.75 -0.44
C -2.97 -2.21 -0.17
C -2.64 -1.65 1.19
C -3.71 -0.64 1.63
C -2.48 -2.78 2.22
C -2.07 -2.10 -1.26
N -0.75 -1.73 -1.06
C -0.05 -2.50 -0.26
C 1.37 -2.56 0.06
C 1.83 -3.82 0.45
C 3.14 -4.13 0.48
C 4.07 -3.19 0.04
C 3.67 -1.93 -0.29
C 2.31 -1.51 -0.23
N 1.97 -0.25 -0.35
C 3.00 0.64 -0.88
C 3.24 0.60 -2.28
C 4.35 1.32 -2.75
C 5.08 2.12 -1.87
C 4.83 2.18 -0.54
C 3.79 1.43 0.01
C 3.46 1.52 1.51
C 2.61 2.74 1.79
C 4.74 1.63 2.41
C 2.38 -0.24 -3.21
C 1.69 0.72 -4.18
C 3.18 -1.26 -4.06
H -0.89 -0.64 -5.01
H -0.91 -0.30 -3.26
H -2.42 -0.24 -4.14
H -2.21 -2.79 -4.56
H 0.43 -2.57 -2.98
H 0.24 -3.07 -4.76
H -0.29 -4.06 -3.44
H -4.14 -3.38 -3.70
H -5.65 -3.52 -1.77
H -5.02 -2.80 0.34
H -1.69 -1.15 1.06
H -4.72 -1.08 1.72
H -3.82 0.23 0.96
H -3.57 -0.22 2.62
H -3.37 -3.37 2.21
H -2.29 -2.47 3.25
H -1.61 -3.41 1.88
H -0.54 -3.37 0.21
H 1.08 -4.60 0.63
H 3.47 -5.11 0.88
H 5.14 -3.52 0.11
H 4.38 -1.21 -0.64
H 4.51 1.33 -3.82
H 5.92 2.65 -2.26
H 5.41 2.79 0.09
H 2.82 0.62 1.77
H 3.23 3.62 1.72
H 2.25 2.67 2.80
H 1.74 2.62 1.12
H 5.30 2.54 2.17
H 5.37 0.74 2.35
H 4.41 1.77 3.43
H 1.64 -0.75 -2.59
H 2.45 1.20 -4.78
H 1.09 1.53 -3.68
H 1.04 0.16 -4.83
H 3.96 -0.73 -4.66
H 2.49 -1.68 -4.73
H 3.67 -2.05 -3.45
N -1.52 2.10 0.40
C -1.30 3.55 0.80
C -0.67 3.71 2.22
C -0.29 2.38 2.92
C -1.39 1.48 3.44
N -2.72 2.11 3.26
C -3.62 2.06 4.20
N -3.50 1.33 5.37
N -4.82 2.73 4.06
C -2.64 4.20 0.56
O -3.57 3.75 1.37
O -2.88 5.07 -0.28
H -1.48 2.11 -0.61
H -2.39 1.73 0.74
H -0.60 3.86 0.00
H -1.31 4.37 2.87
H 0.30 4.15 2.11
H 0.35 2.67 3.78
H 0.22 1.75 2.17
H -1.15 1.23 4.50
H -1.39 0.53 2.96
H -3.13 3.15 2.04
H -2.91 0.51 5.25
H -4.42 1.07 5.75
H -4.83 3.56 3.43
H -5.23 2.95 4.93
```

Output
**Molecular weight**: 720.3 g/mol
**Orbital gap**: 0.190 hartree
**E_tot**: -2048.62136 hartree
**Total charge**: -1

# 6
An isolated molecule of C19H21N3O4, computed with the ωB97M-V functional and the def2-TZVPD basis.

Structure (XYZ):
```
47
Properties=species:S:1:pos:R:3
C -0.97 -2.80 0.30
O -1.80 -2.06 -0.59
C -3.06 -1.72 -0.09
C -3.03 -0.84 1.18
N -2.10 0.25 1.04
C -2.40 1.31 0.28
O -3.52 1.53 -0.16
C -1.28 2.28 0.00
C -1.69 3.46 -0.63
C -0.79 4.42 -1.06
C 0.57 4.22 -0.92
C 0.99 3.06 -0.30
C 0.09 2.10 0.19
C 0.91 1.03 0.82
O 0.56 0.03 1.43
N 2.20 1.36 0.64
C 3.27 0.48 1.03
C 3.30 -0.80 0.22
C 2.57 -0.98 -0.94
C 2.63 -2.20 -1.60
C 3.44 -3.19 -1.07
N 4.15 -3.03 0.03
C 4.08 -1.87 0.66
C 2.40 2.61 -0.06
O -3.84 -2.84 0.21
C -4.23 -3.59 -0.92
H -0.25 -3.33 -0.32
H -0.43 -2.14 0.99
H -1.56 -3.52 0.87
H -3.51 -1.14 -0.92
H -2.74 -1.45 2.03
H -4.04 -0.44 1.33
H -1.13 0.06 1.29
H -2.75 3.59 -0.78
H -1.16 5.32 -1.54
H 1.29 4.94 -1.28
H 3.15 0.22 2.08
H 4.22 1.02 0.91
H 1.94 -0.19 -1.33
H 2.06 -2.37 -2.50
H 3.53 -4.16 -1.54
H 4.67 -1.79 1.56
H 2.96 3.32 0.55
H 2.95 2.46 -1.00
H -4.79 -4.44 -0.54
H -4.87 -2.99 -1.58
H -3.36 -3.93 -1.49
```

Output
**Molecular weight**: 355.4 g/mol
**Orbital gap**: 0.341 hartree
**E_tot**: -1201.87978 hartree
**SMILES string**: COC(CNC(=O)c1cccc2c1C(=O)N(Cc1cccnc1)C2)OC